The following is a DFT calculation (ωB97M-V/def2-TZVPD) of a cluster of 11 separate species, C42H108N10O4 in total.

Geometry as XYZ:
```
164
Properties=species:S:1:pos:R:3
N -3.495 -15.392 17.744
H -3.670 -15.742 16.813
H -3.172 -16.236 18.195
H -4.427 -15.060 17.946
H -2.820 -14.651 17.875
N -0.932 -16.566 20.889
H -0.283 -17.339 20.866
H -1.091 -16.512 21.885
H -1.643 -16.746 20.194
H -0.392 -15.753 20.632
N -2.498 -12.183 14.326
H -1.817 -12.013 15.052
H -2.024 -11.869 13.491
H -3.333 -11.636 14.480
H -2.741 -13.156 14.208
N 3.955 -14.640 20.871
H 3.941 -13.955 21.613
H 3.245 -15.358 20.841
H 4.885 -14.966 20.649
H 3.726 -14.011 20.115
C 1.283 -12.249 17.336
C -0.149 -12.123 16.900
C -1.192 -12.873 17.810
O -2.439 -12.875 17.596
C -0.694 -13.506 18.940
C 0.576 -13.586 19.330
C 1.663 -12.998 18.437
O 2.939 -13.240 18.491
O 0.794 -14.348 20.423
O -0.518 -11.453 15.939
H 1.994 -11.780 16.672
H -1.514 -13.836 19.560
C 1.207 -12.056 12.420
C 0.215 -11.553 11.384
N -0.968 -11.131 12.052
C -0.659 -9.944 12.868
C -0.125 -8.675 12.094
C -2.033 -10.888 11.062
C -2.583 -12.070 10.341
H 1.597 -11.193 12.960
H 2.096 -12.547 12.026
H 0.686 -12.767 13.060
H 0.725 -10.805 10.778
H 0.080 -12.419 10.736
H -1.630 -9.555 13.175
H -0.155 -10.191 13.802
H 0.409 -8.066 12.823
H 0.641 -8.765 11.323
H -0.878 -8.050 11.613
H -1.610 -10.238 10.296
H -2.848 -10.346 11.542
H -2.799 -12.855 11.066
H -1.885 -12.464 9.603
H -3.534 -11.810 9.875
C -0.394 -16.674 16.782
C 0.744 -15.889 16.094
N 1.441 -16.508 14.989
C 0.577 -16.922 13.890
C -0.235 -15.779 13.258
C 2.666 -15.819 14.460
C 3.699 -15.487 15.507
H 0.176 -17.499 17.210
H -1.150 -17.116 16.134
H -0.814 -16.220 17.680
H 0.280 -15.001 15.666
H 1.391 -15.625 16.931
H 1.102 -17.492 13.123
H -0.229 -17.604 14.159
H -0.861 -15.258 13.982
H 0.406 -14.996 12.854
H -1.029 -16.134 12.601
H 2.410 -14.875 13.977
H 3.141 -16.489 13.743
H 3.302 -14.681 16.124
H 4.600 -15.198 14.965
H 3.935 -16.303 16.190
C -6.877 -16.177 17.541
C -6.882 -14.717 17.961
N -5.841 -14.267 18.941
C -6.221 -14.908 20.232
C -5.390 -14.528 21.409
C -5.663 -12.799 18.918
C -6.981 -12.020 19.348
H -6.227 -16.306 16.676
H -7.883 -16.476 17.249
H -6.582 -16.919 18.284
H -6.818 -14.083 17.077
H -7.859 -14.436 18.355
H -7.277 -14.671 20.354
H -6.163 -15.985 20.074
H -4.365 -14.324 21.101
H -5.722 -13.578 21.827
H -5.239 -15.183 22.267
H -5.385 -12.463 17.919
H -4.747 -12.540 19.448
H -7.723 -12.059 18.550
H -6.744 -10.977 19.563
H -7.415 -12.273 20.315
C -4.414 -8.288 19.612
C -3.754 -8.165 20.968
N -3.451 -9.510 21.489
C -3.113 -9.357 22.879
C -3.089 -10.589 23.763
C -2.577 -10.406 20.668
C -1.163 -9.888 20.429
H -3.774 -8.750 18.860
H -4.616 -7.335 19.124
H -5.251 -8.970 19.757
H -2.787 -7.670 20.878
H -4.382 -7.531 21.595
H -3.769 -8.671 23.415
H -2.154 -8.840 22.900
H -4.107 -10.970 23.841
H -2.747 -10.292 24.754
H -2.365 -11.333 23.429
H -2.556 -11.442 21.005
H -3.061 -10.511 19.697
H -0.672 -10.747 19.972
H -1.280 -9.001 19.807
H -0.541 -9.537 21.253
C 7.374 -10.037 18.769
C 6.365 -9.846 17.608
N 6.641 -10.873 16.557
C 5.378 -11.318 15.911
C 4.575 -10.224 15.073
C 7.618 -10.263 15.659
C 8.418 -11.233 14.778
H 7.724 -11.069 18.798
H 6.913 -9.760 19.717
H 8.271 -9.443 18.597
H 5.396 -10.054 18.061
H 6.245 -8.790 17.364
H 5.571 -12.093 15.169
H 4.731 -11.639 16.727
H 4.915 -10.259 14.038
H 3.498 -10.332 15.204
H 4.775 -9.226 15.464
H 8.357 -9.736 16.263
H 7.132 -9.418 15.172
H 8.683 -12.173 15.262
H 9.344 -10.754 14.461
H 7.842 -11.456 13.880
C -3.110 -9.161 15.986
C -4.452 -9.865 16.130
N -5.076 -10.365 14.866
C -6.351 -10.976 15.302
C -6.791 -12.131 14.338
C -5.308 -9.289 13.899
C -5.803 -9.753 12.559
H -2.350 -9.727 15.448
H -2.620 -8.878 16.917
H -3.207 -8.238 15.415
H -4.339 -10.633 16.895
H -5.272 -9.329 16.609
H -6.348 -11.290 16.345
H -7.219 -10.317 15.281
H -7.085 -12.987 14.944
H -7.617 -11.872 13.675
H -5.936 -12.399 13.717
H -4.397 -8.738 13.669
H -5.980 -8.514 14.267
H -5.135 -10.473 12.088
H -5.929 -8.879 11.921
H -6.764 -10.260 12.646
```

Calculated values
total charge = +2
energy relative to the best compared isomer or geometry (same formula, charge and spin) = 129.12 kcal per mole
DFT total energy = -2512.8330 Ha

The following is a DFT calculation (ωB97M-V/def2-TZVPD) of a cluster of 14 separate species, C42H109BN7O23 in total.

Geometry as XYZ:
```
182
Properties=species:S:1:pos:R:3
O 0.713 -1.682 -3.222
C 0.142 -1.711 -2.146
O 0.718 -1.472 -0.942
B -0.345 -1.679 0.047
O -1.598 -1.842 -0.678
C -1.367 -1.820 -1.990
O -2.149 -2.106 -2.889
O -0.319 -0.475 0.938
C -0.097 -0.822 2.183
O 0.160 -0.060 3.123
C -0.045 -2.403 2.225
O -0.025 -2.754 0.980
O 0.010 -3.070 3.219
C 3.739 4.358 -0.469
O 4.126 3.285 0.408
H 3.805 4.171 -1.541
H 2.700 4.616 -0.262
H 4.422 5.174 -0.237
H 3.457 2.599 0.351
C -6.307 -4.377 3.248
O -7.658 -4.434 3.285
H -5.928 -4.109 4.234
H -6.074 -5.430 3.089
H -5.729 -3.938 2.435
H -7.885 -3.753 3.923
C -2.689 4.597 -3.338
O -1.764 5.272 -4.126
H -3.050 3.750 -3.920
H -2.134 4.081 -2.554
H -3.491 5.168 -2.871
H -2.061 5.174 -5.034
C 0.202 -9.422 -3.551
O 1.169 -8.695 -2.857
H -0.644 -8.855 -3.942
H 0.680 -9.808 -4.451
H -0.093 -10.327 -3.020
H 0.762 -8.322 -2.071
C 3.408 -6.613 -8.845
O 4.212 -7.431 -9.724
H 3.043 -5.720 -9.352
H 2.470 -7.064 -8.523
H 4.021 -6.317 -7.994
H 3.642 -7.756 -10.425
C -6.675 -7.604 -3.344
O -7.092 -8.943 -3.529
H -7.249 -6.792 -3.790
H -6.756 -7.451 -2.268
H -5.671 -7.617 -3.768
H -6.457 -9.478 -3.046
C 6.614 6.677 10.414
O 5.529 6.217 9.604
C 5.850 6.481 8.200
C 4.936 5.535 7.419
N 3.538 5.679 7.800
C 2.866 6.797 7.179
C 1.390 6.903 7.620
O 1.451 6.968 9.020
C 0.283 7.379 9.677
H 6.886 7.718 10.234
H 7.531 6.088 10.403
H 6.156 6.523 11.390
H 6.917 6.474 7.977
H 5.465 7.499 8.142
H 5.367 4.593 7.758
H 5.193 5.604 6.362
H 3.149 4.894 7.297
H 2.979 6.693 6.100
H 3.308 7.771 7.389
H 0.797 6.059 7.269
H 0.955 7.797 7.173
H 0.397 8.346 10.167
H 0.333 6.724 10.547
H -0.658 7.411 9.129
C 2.816 10.907 -14.249
O 2.648 9.988 -13.193
C 2.961 8.598 -13.417
C 2.525 7.944 -12.103
N 3.667 7.816 -11.238
C 3.188 7.090 -10.054
C 3.271 5.536 -10.163
O 2.396 5.074 -11.183
C 2.602 3.687 -11.613
H 2.263 10.631 -15.147
H 3.868 10.879 -14.532
H 2.540 11.901 -13.898
H 3.793 8.281 -14.046
H 2.290 8.274 -14.213
H 2.174 6.949 -12.377
H 1.655 8.432 -11.664
H 4.039 8.742 -11.081
H 2.199 7.403 -9.719
H 3.903 7.357 -9.276
H 2.983 4.952 -9.288
H 4.290 5.276 -10.452
H 3.477 3.557 -12.250
H 1.720 3.354 -12.159
H 2.678 2.964 -10.801
C -5.095 4.150 -12.089
C -5.202 3.243 -10.875
C -5.374 1.750 -11.249
O -6.736 1.427 -11.286
C -6.985 0.189 -11.845
N -4.088 3.409 -9.969
H -4.192 3.872 -12.633
H -5.184 5.181 -11.745
H -6.055 4.009 -12.586
H -6.119 3.453 -10.325
H -4.990 1.115 -10.450
H -4.705 1.526 -12.080
H -6.832 0.244 -12.923
H -8.066 0.079 -11.762
H -6.473 -0.606 -11.303
H -4.086 2.571 -9.405
H -3.203 3.286 -10.439
C 7.638 -4.350 4.201
C 8.524 -5.687 4.385
C 9.828 -5.496 5.115
O 10.612 -4.487 4.467
C 10.927 -4.681 3.091
N 7.718 -6.606 5.230
H 7.362 -3.904 5.156
H 6.740 -4.595 3.633
H 8.058 -3.548 3.595
H 8.698 -6.062 3.377
H 10.378 -6.398 4.845
H 9.677 -5.505 6.194
H 10.761 -5.704 2.752
H 11.993 -4.459 3.047
H 10.477 -3.901 2.476
H 7.695 -6.372 6.213
H 6.787 -6.347 4.937
C -1.486 -10.305 11.277
C -0.736 -9.568 10.197
C -0.899 -10.053 8.718
O -2.310 -10.076 8.272
C -2.953 -8.879 8.225
N -0.937 -8.110 10.370
H -1.023 -10.151 12.252
H -1.450 -11.370 11.049
H -2.523 -9.975 11.341
H 0.312 -9.839 10.330
H -0.593 -11.083 8.900
H -0.150 -9.628 8.051
H -3.992 -8.939 7.901
H -2.434 -8.171 7.579
H -3.026 -8.417 9.210
H -1.936 -7.973 10.311
H -0.629 -7.686 9.506
C -11.190 -0.412 -2.590
C -10.544 0.409 -3.714
C -9.243 1.152 -3.206
O -9.585 2.219 -2.229
C -10.392 3.278 -2.750
N -10.175 -0.442 -4.779
H -11.843 -1.170 -3.022
H -11.804 0.298 -2.036
H -10.508 -0.917 -1.905
H -11.196 1.178 -4.129
H -8.670 1.488 -4.070
H -8.594 0.404 -2.750
H -11.353 2.976 -3.167
H -9.802 3.829 -3.483
H -10.472 4.066 -2.001
H -9.952 0.178 -5.544
H -9.365 -0.998 -4.545
C 3.935 -1.564 11.429
C 3.211 -0.253 11.143
C 1.672 -0.380 11.279
O 1.085 0.937 10.938
C -0.283 0.815 11.000
N 3.626 0.894 11.964
H 3.574 -2.363 10.780
H 3.770 -1.813 12.477
H 4.987 -1.309 11.305
H 3.329 0.088 10.115
H 1.300 -0.737 12.239
H 1.220 -1.140 10.642
H -0.834 0.416 10.148
H -0.574 1.815 11.322
H -0.559 0.239 11.883
H 4.613 1.106 11.982
H 3.463 0.624 12.924
```

Calculated values
total charge = -1
DFT total energy = -3804.0515 Ha

no.,F_max (eV/A),HOMO (eV)
1,5.00,-11.1
2,3.86,-7.0